{"formula": "C29H33N7OPt", "method": "wB97M-V/def2-TZVPD", "e_above_lowest_kj_mol": 0.0, "max_force_ha_per_bohr": 0.0141, "total_charge": 2, "e_tot_ha": -1702.335004, "symbols": ["Pt", "C", "N", "C", "C", "N", "C", "C", "C", "C", "C", "C", "N", "C", "N", "C", "C", "C", "C", "C", "C", "N", "H", "H", "H", "H", "H", "H", "H", "H", "H", "H", "H", "H", "H", "H", "H", "C", "C", "C", "O", "H", "H", "H", "H", "H", "H", "H", "C", "C", "C", "C", "C", "C", "H", "H", "H", "H", "H", "C", "N", "C", "C", "N", "C", "H", "H", "H", "H", "H", "H"], "positions_angstrom": [[-0.076596, 0.117594, 0.060302], [-1.220040, -0.683698, 3.162042], [-0.948681, 0.661015, 2.696490], [-2.106531, 1.480554, 2.399884], [-2.720155, 1.062608, 1.091902], [-2.065159, 0.518390, 0.089102], [-2.989134, 0.240591, -0.915813], [-2.824987, -0.342231, -2.169149], [-3.953947, -0.472581, -2.950604], [-5.212583, -0.037727, -2.501248], [-5.382298, 0.538661, -1.259435], [-4.239955, 0.667148, -0.476968], [-4.029117, 1.175678, 0.800005], [-0.741604, -1.768033, 2.230748], [-0.563440, -1.675031, 0.925053], [-0.378906, -2.975025, 0.450008], [-0.330715, -3.461566, -0.853919], [-0.228140, -4.826671, -1.013462], [-0.184998, -5.694919, 0.091569], [-0.285376, -5.225398, 1.384706], [-0.403309, -3.847145, 1.532090], [-0.624187, -3.042969, 2.644270], [-2.304748, -0.826728, 3.236857], [-0.822771, -0.863765, 4.163396], [-0.262464, 1.145140, 3.253139], [-1.793688, 2.524245, 2.335398], [-2.884358, 1.422220, 3.172487], [-1.852954, -0.684807, -2.501637], [-3.876203, -0.923770, -3.930188], [-6.071084, -0.161819, -3.146482], [-6.353343, 0.869577, -0.917599], [-4.730999, 1.558844, 1.413037], [-0.380340, -2.790993, -1.701042], [-0.192592, -5.246035, -2.009683], [-0.101388, -6.759341, -0.078712], [-0.298500, -5.897155, 2.232064], [-0.771976, -3.364034, 3.587893], [4.900957, 0.858466, 0.673817], [3.783665, 1.823816, 0.330181], [3.983320, 3.183375, 0.959206], [2.496394, 1.338205, 0.828892], [5.859245, 1.310015, 0.419116], [4.824875, -0.082828, 0.126818], [4.901977, 0.646686, 1.744489], [3.694873, 1.923653, -0.756891], [4.037306, 3.092644, 2.044857], [3.172530, 3.863316, 0.701766], [4.917448, 3.618447, 0.606437], [2.664999, -2.592735, -0.297703], [2.624747, -2.243829, 1.066234], [2.376725, -0.951444, 1.433561], [2.188561, 0.058475, 0.442743], [2.132111, -0.327738, -0.911673], [2.376176, -1.667862, -1.266580], [2.910550, -3.607593, -0.580501], [2.826896, -2.995193, 1.818249], [2.386859, -0.638154, 2.470430], [2.053503, 0.433451, -1.676092], [2.390207, -1.947949, -2.311249], [-0.185526, 4.251788, -3.543275], [-0.001680, 3.561477, -2.266893], [0.365158, 4.137369, -1.076283], [0.440466, 3.133440, -0.163554], [0.121588, 1.952351, -0.792496], [-0.143003, 2.248563, -2.057383], [-0.126082, 5.321324, -3.366832], [-1.163154, 4.014187, -3.955049], [0.594052, 3.961589, -4.243495], [0.539552, 5.195053, -0.985594], [0.724084, 3.166794, 0.871235], [-0.462116, 1.550021, -2.812991]], "forces_ev_per_angstrom": [[-0.300, -0.020, -0.658], [0.008, 0.000, -0.086], [0.052, 0.050, 0.038], [-0.025, -0.117, -0.018], [0.002, 0.031, 0.028], [-0.074, -0.168, 0.132], [0.011, 0.107, -0.015], [-0.006, -0.005, 0.014], [0.000, 0.001, -0.001], [-0.001, 0.003, -0.004], [0.005, 0.003, 0.002], [-0.005, 0.021, 0.000], [-0.001, -0.015, -0.021], [-0.047, -0.121, 0.062], [0.441, 0.142, 0.318], [-0.311, -0.013, -0.164], [0.104, -0.001, 0.020], [0.013, 0.005, 0.003], [-0.004, 0.001, 0.008], [0.005, -0.001, -0.012], [-0.050, 0.006, 0.004], [-0.068, -0.017, -0.040], [0.008, -0.023, 0.084], [0.065, 0.017, -0.023], [-0.045, 0.010, 0.049], [0.001, 0.001, -0.034], [0.011, 0.051, 0.008], [-0.006, -0.016, -0.002], [0.000, -0.002, 0.000], [0.000, -0.002, 0.000], [-0.001, -0.002, 0.001], [0.003, 0.001, 0.002], [0.041, 0.006, -0.003], [0.002, -0.002, 0.001], [-0.001, 0.000, -0.002], [0.004, -0.001, 0.000], [-0.003, -0.001, 0.000], [-0.002, -0.014, 0.008], [0.069, 0.047, -0.006], [-0.031, -0.028, 0.025], [-0.283, 0.084, -0.028], [-0.002, -0.004, -0.026], [-0.013, -0.002, 0.021], [0.019, 0.015, 0.001], [0.002, 0.017, 0.004], [0.004, 0.002, -0.002], [-0.013, 0.004, -0.007], [-0.003, 0.004, -0.008], [-0.023, -0.046, -0.119], [-0.079, 0.093, 0.043], [0.033, -0.089, -0.023], [0.514, -0.047, 0.394], [-0.613, 0.167, 0.065], [0.060, -0.156, 0.052], [-0.021, -0.015, 0.003], [0.001, -0.002, 0.006], [0.132, 0.019, -0.009], [0.245, 0.001, -0.025], [-0.007, 0.021, -0.009], [-0.007, 0.003, 0.000], [-0.008, 0.017, 0.020], [-0.015, 0.009, -0.012], [-0.032, -0.002, -0.020], [0.254, 0.032, -0.081], [-0.081, -0.046, 0.033], [-0.006, 0.000, -0.001], [0.001, -0.004, -0.001], [0.003, 0.003, 0.003], [0.009, -0.001, 0.000], [0.020, -0.012, 0.021], [0.047, 0.000, -0.013]], "lowdin_charge": [1.20, -0.10, -0.07, -0.12, -0.27, -0.01, -0.21, -0.02, -0.06, -0.05, 0.01, -0.16, 0.20, -0.27, 0.00, -0.23, -0.02, -0.05, -0.05, 0.01, -0.17, 0.20, 0.14, 0.14, 0.13, 0.14, 0.13, 0.10, 0.12, 0.12, 0.12, 0.18, 0.11, 0.12, 0.12, 0.12, 0.18, -0.02, -0.39, -0.03, -0.11, 0.10, 0.09, 0.10, 0.14, 0.10, 0.07, 0.10, -0.05, -0.05, -0.03, -0.46, -0.10, -0.06, 0.13, 0.13, 0.13, 0.11, 0.12, 0.02, -0.10, -0.02, -0.10, -0.12, -0.12, 0.10, 0.10, 0.10, 0.14, 0.11, 0.14]}

***

{"formula": "C29H34AsN3O2V", "method": "wB97M-V/def2-TZVPD", "spin_multiplicity": 3, "e_above_lowest_kj_mol": 24.7, "max_force_ha_per_bohr": 0.0098, "total_charge": 1, "e_tot_ha": -4619.889176, "symbols": ["V", "O", "C", "C", "C", "C", "C", "C", "C", "N", "C", "C", "N", "C", "C", "C", "C", "C", "C", "C", "O", "H", "H", "H", "H", "H", "H", "H", "H", "H", "H", "H", "H", "H", "H", "C", "C", "As", "C", "C", "C", "C", "H", "H", "H", "H", "H", "H", "H", "H", "H", "H", "H", "H", "H", "H", "H", "N", "C", "C", "C", "C", "C", "C", "C", "H", "H", "H", "H", "H"], "positions_angstrom": [[-0.745684, 0.541076, -1.003582], [-1.301309, -1.076591, -1.850745], [-0.751746, -1.770234, -2.818958], [-1.258702, -3.051676, -3.103386], [-0.697789, -3.811368, -4.101660], [0.377332, -3.339186, -4.870934], [0.850960, -2.074752, -4.636982], [0.303343, -1.266811, -3.615976], [0.721827, 0.101615, -3.562027], [0.361640, 0.984246, -2.691386], [0.700313, 2.391781, -2.955770], [0.629156, 3.147833, -1.644069], [-0.563449, 2.678355, -0.946893], [-1.346575, 3.487858, -0.346863], [-2.522956, 3.081198, 0.399827], [-3.159957, 4.052478, 1.186798], [-4.280116, 3.745278, 1.928151], [-4.794455, 2.448177, 1.860248], [-4.200863, 1.476947, 1.078082], [-3.051253, 1.774237, 0.337264], [-2.517351, 0.819984, -0.414170], [-2.087635, -3.411727, -2.510015], [-1.096047, -4.798594, -4.301199], [0.799275, -3.954999, -5.651875], [1.650126, -1.671640, -5.248624], [1.375033, 0.428300, -4.374546], [-0.042190, 2.790926, -3.650638], [1.687732, 2.474043, -3.414811], [0.608607, 4.228696, -1.800598], [1.493282, 2.902372, -1.018892], [-1.125536, 4.557711, -0.371512], [-2.751018, 5.056223, 1.205551], [-4.762372, 4.497625, 2.535383], [-5.684460, 2.196986, 2.423752], [-4.604795, 0.476108, 1.013257], [1.945570, -4.090249, -1.482825], [2.756157, -2.842677, -1.165763], [1.719772, -1.413594, -0.321499], [3.206255, -0.399202, 0.449318], [4.024163, 0.299172, -0.628649], [1.084149, -2.348912, 1.285855], [-0.333871, -2.881149, 1.143671], [2.554110, -4.810515, -2.031056], [1.076294, -3.862105, -2.098331], [1.590407, -4.586048, -0.577978], [3.187744, -2.433065, -2.081202], [3.583424, -3.067539, -0.487330], [3.824990, -1.081077, 1.038070], [2.780323, 0.330686, 1.141027], [4.448615, -0.411449, -1.340165], [4.858466, 0.858346, -0.202790], [3.412454, 1.002922, -1.199808], [1.162106, -1.645878, 2.118572], [1.794062, -3.152425, 1.497017], [-1.055103, -2.082709, 0.956208], [-0.647421, -3.408850, 2.046000], [-0.423531, -3.577300, 0.308050], [-0.112832, 0.749743, 0.927141], [-0.172436, 0.901173, 2.062545], [-0.271111, 1.068672, 3.483139], [-1.436131, 1.641890, 3.992480], [-1.544242, 1.801599, 5.363343], [-0.506222, 1.394156, 6.191945], [0.650196, 0.827349, 5.670308], [0.779273, 0.659204, 4.302383], [-2.231779, 1.948493, 3.324568], [-2.437103, 2.241828, 5.784673], [-0.597596, 1.518557, 7.262849], [1.447621, 0.516597, 6.330602], [1.670861, 0.221895, 3.875396]], "forces_ev_per_angstrom": [[-0.094, -0.201, -0.406], [0.058, 0.040, -0.144], [-0.228, 0.130, 0.308], [0.154, -0.029, -0.100], [-0.076, -0.066, -0.005], [-0.014, 0.074, 0.030], [-0.024, -0.100, -0.013], [0.123, 0.097, -0.148], [-0.029, -0.096, 0.034], [-0.144, 0.093, 0.014], [0.014, -0.157, -0.026], [-0.121, 0.053, 0.122], [0.112, -0.318, -0.038], [-0.139, -0.162, 0.084], [0.153, 0.237, -0.048], [-0.094, -0.031, 0.070], [0.096, 0.024, -0.073], [-0.049, -0.102, 0.018], [-0.032, 0.168, 0.111], [0.241, -0.293, -0.274], [0.050, 0.239, -0.065], [-0.010, 0.001, 0.003], [-0.001, 0.003, 0.006], [0.018, 0.008, -0.005], [0.001, 0.011, 0.003], [-0.009, -0.011, -0.005], [0.022, 0.043, 0.002], [-0.007, 0.037, -0.005], [0.033, -0.007, -0.021], [0.027, -0.004, -0.036], [-0.020, 0.000, 0.012], [-0.009, 0.007, 0.011], [-0.008, 0.005, 0.002], [0.004, 0.005, 0.005], [-0.005, -0.004, -0.012], [-0.030, -0.071, 0.010], [0.118, 0.002, -0.059], [-0.334, 0.293, -0.038], [0.037, -0.054, 0.076], [0.104, 0.055, -0.072], [0.213, -0.025, -0.011], [-0.146, -0.052, -0.013], [0.010, -0.008, 0.015], [0.014, 0.033, -0.003], [0.021, 0.024, 0.018], [-0.014, 0.022, 0.011], [0.002, -0.033, -0.021], [0.011, 0.013, -0.026], [-0.013, 0.020, 0.010], [-0.019, -0.023, 0.025], [-0.028, 0.007, 0.023], [-0.026, -0.009, 0.014], [-0.044, 0.014, -0.006], [-0.031, -0.018, 0.010], [0.032, 0.042, 0.018], [0.005, 0.007, -0.002], [0.042, -0.002, 0.005], [0.029, 0.096, 0.493], [0.072, -0.074, 0.335], [0.015, 0.020, -0.431], [0.012, 0.017, 0.149], [0.013, -0.018, -0.067], [-0.006, 0.009, 0.066], [0.007, -0.017, -0.076], [-0.069, 0.042, 0.164], [-0.004, 0.002, -0.008], [-0.003, 0.000, 0.006], [-0.009, 0.009, -0.003], [0.006, 0.000, -0.003], [0.020, -0.012, -0.020]], "nbo_charge": [1.46, -0.73, 0.39, -0.24, -0.15, -0.26, -0.13, -0.26, 0.23, -0.55, -0.23, -0.23, -0.51, 0.22, -0.27, -0.13, -0.27, -0.15, -0.28, 0.44, -0.74, 0.23, 0.23, 0.23, 0.22, 0.19, 0.21, 0.21, 0.21, 0.21, 0.19, 0.22, 0.23, 0.23, 0.24, -0.62, -0.70, 0.93, -0.71, -0.61, -0.71, -0.61, 0.22, 0.22, 0.21, 0.22, 0.22, 0.22, 0.21, 0.21, 0.22, 0.19, 0.21, 0.22, 0.21, 0.22, 0.21, -0.46, 0.49, -0.16, -0.16, -0.19, -0.16, -0.20, -0.17, 0.24, 0.23, 0.23, 0.24, 0.23]}